{
  "formula": "C24H28AsN3O9P2RuS",
  "method": "ωB97M-V/def2-TZVPD",
  "gap_ev": [7.3, 7.7],
  "homo_energy_ev": [-4.9, -5.3],
  "multiplicity": 2,
  "total_charge": -1,
  "symbols": ["H", "C", "C", "H", "H", "H", "H", "H", "H", "H", "Ru", "C", "H", "H", "H", "C", "As", "C", "O", "C", "H", "H", "C", "C", "O", "C", "H", "C", "C", "C", "O", "C", "C", "C", "C", "H", "S", "H", "H", "H", "C", "N", "O", "C", "O", "N", "C", "H", "H", "O", "N", "H", "P", "C", "C", "H", "C", "H", "H", "H", "O", "C", "H", "H", "O", "O", "H", "P", "C"],
  "coordinates": [[1.9708, -2.3403, -2.2440], [1.8129, -0.2708, -1.7660], [-1.4133, 1.9670, -0.3613], [5.2848, 0.7482, 2.3672], [-0.3642, -4.5418, 1.2710], [0.2528, 1.5460, -3.8897], [3.5911, 0.2220, 0.1591], [-3.9617, 1.2854, -0.2528], [0.7612, -0.6161, 4.0452], [-3.9089, 1.7322, -2.9001], [1.1147, -0.9670, 0.9102], [-3.3303, 2.7243, -4.7099], [4.4033, -1.4507, 5.2384], [-4.3389, 3.0450, -4.9425], [-2.3754, -2.1540, -2.2494], [-2.2827, 3.0504, -5.5623], [-1.3143, 0.5143, -1.6647], [0.4840, -3.4327, -0.3701], [2.9120, -2.0448, 1.1277], [-1.6259, 4.3062, 0.2240], [4.9096, 0.9537, 3.9982], [-0.7416, -2.4047, 2.0825], [-4.3812, -2.3344, -1.5202], [-1.7965, 1.5660, -3.2495], [3.1611, 1.3255, 4.4305], [-5.4221, -1.7143, -0.8436], [-1.7912, 5.3326, -0.0802], [-0.9944, 2.6305, -5.2641], [-3.0409, -0.3358, -1.3147], [4.1390, -0.7738, 3.1899], [1.9807, 0.2129, -0.5585], [0.4172, -3.7998, 1.1067], [-1.6223, 3.2944, -0.7264], [-0.7531, 1.8859, -4.1155], [-1.4071, 3.9956, 1.5577], [0.6269, -2.7912, 2.8981], [-0.9427, 0.0036, 1.5237], [-2.4729, 3.6257, -6.4603], [-1.7884, 3.5417, -1.7669], [5.3734, -2.3356, 4.0138], [-1.1968, 1.6567, 0.9855], [0.7181, -2.1291, -0.5760], [0.3995, -4.3092, -1.2233], [-1.1864, 2.6806, 1.9340], [4.4243, -0.0402, 0.6460], [5.2356, 0.2751, 3.2785], [-5.2690, -0.4107, -0.3912], [-4.4831, -3.3574, -1.8609], [-6.3454, -2.2495, -0.6576], [2.1455, 0.3096, -2.7844], [0.2478, -2.6127, 1.9747], [-0.1746, 2.8749, -5.9283], [2.6295, 0.2349, 3.5610], [1.1924, -1.6667, -1.8684], [4.4153, -1.8552, 4.2231], [-6.0729, 0.0740, 0.1503], [-4.0832, 0.2738, -0.6233], [0.4051, -1.6388, -2.6223], [-1.3902, 4.7786, 2.3064], [1.3852, -4.2461, 1.3326], [1.9477, 0.5488, 2.2607], [-3.1943, -1.6493, -1.7468], [3.6420, -2.6181, 4.1586], [-0.9845, 2.4313, 2.9678], [5.5010, -2.2105, 1.4169], [1.6584, -0.7630, 4.3854], [6.1366, -0.1538, 3.4767], [4.2585, -1.4151, 1.4530], [-3.0872, 1.9860, -3.5598]],
  "forces_ev_per_angstrom": [[-0.02, -0.01, 0.02], [0.00, 0.02, -0.01], [-0.09, 0.10, -0.03], [-0.02, 0.02, 0.01], [0.01, -0.02, -0.02], [0.02, 0.00, 0.01], [0.11, 0.00, 0.12], [0.00, 0.00, 0.01], [-0.02, -0.03, -0.04], [-0.01, 0.01, -0.01], [-0.36, 0.26, 0.30], [0.00, 0.00, 0.01], [-0.01, 0.00, 0.00], [0.00, 0.00, 0.00], [0.01, 0.02, 0.00], [0.01, 0.00, 0.00], [-0.09, 0.17, 0.06], [0.00, -0.04, -0.09], [0.36, 0.08, 0.06], [0.00, -0.01, 0.00], [-0.04, 0.01, 0.00], [-0.01, -0.02, 0.06], [0.01, 0.00, 0.01], [-0.05, -0.10, -0.09], [0.03, 0.01, -0.02], [0.01, -0.02, 0.00], [0.00, 0.00, 0.00], [-0.03, 0.01, 0.01], [0.00, 0.05, 0.07], [0.00, -0.01, 0.01], [0.02, -0.01, -0.03], [-0.01, -0.02, 0.06], [-0.01, -0.04, 0.01], [0.04, 0.00, 0.01], [0.01, 0.01, 0.03], [0.07, 0.02, 0.01], [0.10, -0.53, -0.27], [0.00, 0.00, 0.00], [0.02, 0.03, 0.01], [-0.01, 0.01, 0.00], [0.33, 0.28, 0.08], [-0.05, 0.00, -0.04], [0.00, 0.02, -0.03], [-0.04, -0.01, -0.07], [-0.20, -0.01, -0.12], [0.06, -0.05, -0.02], [0.02, 0.04, 0.00], [-0.01, 0.00, 0.00], [0.00, 0.00, 0.00], [0.02, 0.01, 0.04], [0.01, 0.12, 0.01], [0.00, 0.00, 0.01], [-0.10, 0.07, -0.05], [0.10, -0.14, 0.00], [0.02, 0.01, 0.00], [0.00, 0.00, 0.00], [-0.05, -0.03, -0.03], [0.03, 0.01, 0.01], [0.00, 0.00, 0.00], [-0.01, -0.03, 0.03], [0.02, -0.04, 0.09], [-0.04, -0.03, -0.02], [-0.01, 0.01, 0.00], [-0.01, -0.01, 0.00], [0.06, -0.02, -0.01], [0.03, -0.05, -0.02], [0.01, -0.02, -0.01], [-0.23, -0.07, -0.06], [0.00, -0.01, -0.03]],
  "nbo_charge": [0.225, 0.803, -0.366, 0.461, 0.202, 0.252, 0.554, 0.221, 0.514, 0.207, 0.912, -0.241, 0.213, 0.203, 0.222, -0.225, 0.940, 0.654, -1.104, -0.248, 0.473, 0.399, -0.204, -0.347, -1.153, -0.228, 0.202, -0.204, -0.215, -0.644, -0.752, -0.314, -0.154, -0.225, -0.214, 0.392, -0.183, 0.202, 0.209, 0.229, -0.164, -0.521, -0.657, -0.203, -1.062, -0.718, -0.220, 0.207, 0.203, -0.669, -0.726, 0.207, 2.396, -0.357, -0.636, 0.204, -0.244, 0.222, 0.203, 0.233, -1.100, -0.251, 0.246, 0.216, -1.133, -1.014, 0.421, 2.418, -0.166]
}

---

{
  "formula": "C31H32N2O2PbSSb",
  "method": "ωB97M-V/def2-TZVPD",
  "gap_ev": [4.3, 4.1],
  "homo_energy_ev": [-16.2, -16.2],
  "total_charge": 3,
  "symbols": ["C", "C", "C", "H", "H", "C", "N", "H", "C", "C", "H", "H", "C", "H", "S", "H", "C", "C", "H", "C", "H", "H", "H", "H", "C", "C", "H", "Pb", "H", "C", "H", "H", "C", "C", "O", "N", "C", "C", "C", "C", "C", "H", "H", "C", "O", "C", "H", "H", "C", "H", "H", "H", "C", "H", "C", "C", "C", "H", "H", "H", "C", "H", "H", "H", "C", "Sb", "C", "H", "H", "C"],
  "coordinates": [[-4.3637, 1.3432, -2.7853], [-2.8073, -3.7413, 0.6454], [1.2388, 5.1651, -2.8629], [-4.1814, -2.4838, 1.6996], [0.6349, 7.0685, -2.0911], [0.4918, 5.9975, -2.0390], [0.7149, -1.4938, 3.2693], [6.9042, -1.2250, 1.8798], [3.4641, -1.3142, 1.8581], [0.7048, -0.8569, -3.7666], [-3.1737, -3.4139, -0.3292], [-3.7873, 1.5500, 2.0604], [-3.0531, 1.7084, -2.5041], [-0.3519, -0.9663, -3.9780], [0.2593, 0.8406, 0.5117], [-2.8842, -3.1117, 2.7106], [5.6038, -1.2469, 3.6521], [-0.4411, 5.4707, -1.1505], [3.7030, -2.0726, -4.7603], [-3.7913, -0.9887, -2.5095], [2.3487, -1.1532, 6.0012], [-3.2991, -4.6825, 0.8932], [-2.1615, -0.0736, 2.9961], [-1.0189, 6.1302, -0.5164], [0.3684, -1.4042, 5.4793], [5.8781, -1.2471, 2.2232], [-1.2657, -1.6879, 3.9749], [0.0720, -1.6842, 0.8282], [-0.0720, -1.3762, 6.4662], [3.4383, -0.5142, -3.3095], [4.9897, -1.2988, 0.2889], [4.5013, -0.3680, -3.1631], [-0.2201, -1.5468, 4.2067], [-2.1246, 0.7113, -2.2163], [2.5554, -1.3272, 1.0605], [1.6662, -1.2798, 5.2653], [1.0599, 3.7900, -2.8084], [2.9880, -1.4707, -4.2149], [3.2104, -1.3077, 3.3739], [1.6298, -1.6435, -4.4432], [-2.4828, -0.6382, -2.2179], [-2.5352, 1.1868, 0.8674], [-1.7537, -1.4161, -2.0145], [-0.6345, 4.0998, -1.0776], [-2.3962, -1.4861, 1.4789], [2.5297, 0.2712, -2.6149], [-5.7475, -0.2741, -3.0228], [1.9572, 5.5863, -3.5539], [4.8615, -1.2836, 1.3636], [6.4477, -1.2280, 4.3339], [-1.7409, -3.9631, 0.5624], [4.2625, -1.2992, 5.2712], [-4.7280, 0.0028, -2.7893], [-2.7696, 2.7535, -2.5215], [1.9163, -1.3380, 3.9033], [-2.9290, -0.3869, 2.2824], [-3.3702, 0.7677, 1.4217], [1.6309, 3.1436, -3.4640], [-1.3565, 3.6912, -0.3798], [-5.0949, 2.1063, -3.0177], [4.3422, -1.2791, 4.1935], [-4.0835, -2.0319, -2.5370], [-4.1420, 0.4522, 0.7189], [-3.7730, -0.7723, 2.8547], [0.1214, 3.2776, -1.9147], [-0.1787, 1.2495, -1.8004], [1.1661, 0.0907, -2.8539], [1.2887, -2.3762, -5.1628], [2.8820, 1.0244, -1.9192], [-3.1190, -2.7254, 1.7135]],
  "forces_ev_per_angstrom": [[-0.01, -0.04, -0.03], [0.01, -0.02, -0.13], [0.00, 0.03, -0.01], [-0.05, -0.03, -0.01], [0.00, 0.00, 0.00], [-0.02, -0.06, 0.01], [0.25, 0.17, 0.25], [0.01, 0.00, 0.08], [0.49, 0.08, 0.22], [0.17, 0.04, -0.05], [0.04, 0.01, 0.05], [0.01, -0.05, -0.04], [-0.06, -0.15, 0.01], [0.01, -0.01, 0.01], [0.01, 0.10, 0.09], [0.08, 0.06, 0.02], [0.25, 0.00, -0.24], [0.00, 0.01, 0.00], [0.00, 0.01, 0.01], [-0.03, 0.00, 0.01], [0.02, 0.01, -0.02], [-0.03, 0.03, -0.03], [0.02, 0.06, -0.11], [0.02, 0.00, -0.02], [-0.13, 0.02, 0.13], [0.16, 0.01, 0.61], [0.09, 0.00, 0.08], [-0.52, -0.12, -0.56], [0.00, -0.02, -0.06], [0.00, 0.03, 0.01], [-0.07, 0.00, 0.02], [-0.02, 0.00, -0.01], [-0.07, -0.07, -0.09], [-0.19, -0.13, -0.09], [-0.20, -0.12, -0.03], [0.01, -0.02, -0.05], [-0.14, 0.09, 0.06], [-0.01, 0.03, 0.02], [0.16, 0.00, -0.45], [-0.03, 0.02, -0.01], [-0.16, 0.15, 0.03], [0.04, 0.01, -0.04], [0.03, -0.02, 0.00], [0.17, 0.14, -0.13], [0.19, 0.03, 0.40], [0.01, -0.16, -0.15], [0.00, 0.00, 0.00], [-0.02, 0.00, 0.02], [-0.56, -0.02, 0.05], [0.00, -0.01, -0.06], [0.00, -0.03, 0.06], [0.01, 0.01, 0.00], [0.03, 0.02, 0.02], [0.01, 0.01, 0.00], [-0.13, -0.07, -0.03], [-0.03, 0.00, -0.08], [-0.11, 0.02, -0.06], [0.00, -0.02, 0.02], [0.01, -0.02, 0.00], [0.00, -0.02, 0.01], [0.13, 0.03, -0.01], [0.01, 0.05, 0.00], [0.00, 0.00, 0.00], [0.03, -0.02, 0.05], [0.05, 0.20, -0.06], [0.04, -0.10, 0.49], [0.13, -0.12, -0.10], [0.01, 0.01, 0.01], [-0.01, -0.01, 0.02], [-0.12, -0.02, -0.12]],
  "nbo_charge": [-0.181, -0.637, -0.187, 0.211, 0.245, -0.139, -0.467, 0.277, 0.534, -0.247, 0.227, 0.242, -0.194, 0.235, -0.866, 0.173, 0.025, -0.190, 0.246, -0.218, 0.465, 0.263, 0.163, 0.243, 0.107, -0.177, 0.258, 1.406, 0.283, -0.202, 0.267, 0.235, 0.012, -0.460, -0.499, -0.430, -0.238, -0.161, 0.021, -0.177, -0.166, 0.211, 0.194, -0.249, -0.634, -0.241, 0.247, 0.246, -0.173, 0.266, 0.195, 0.229, -0.156, 0.238, 0.288, -0.067, -0.627, 0.231, 0.224, 0.249, -0.194, 0.235, 0.228, 0.207, -0.342, 1.848, -0.360, 0.246, 0.225, -0.066]
}

---

Number 1: E_tot -5184.77540 Ha. Number 2: E_tot -2290.77820 Ha.